Here is C16H19F5GdN6O7S as an isolated structure in a non-equilibrium geometry from OMol25. Energies are from wB97M-V/def2-TZVPD.

Results
relative energy (zero: lowest compared OMol25 entry of this formula, charge and spin): 2.6 kcal per mole
LUMO level (spin up / spin down): 1.81 / -0.87 eV
energy: -3139.7621 hartree
orbital gap (spin up / spin down): 7.415 / 4.739 eV
total charge: -1
HOMO level (spin up / spin down): -5.61 / -5.61 eV
multiplicity: 8

Geometry (Å):
1 Gd 0.045 0.383 -0.322
2 N 1.361 2.207 -2.043
3 N 2.754 2.205 -1.783
4 C 3.231 1.130 -0.990
5 O 4.439 0.898 -0.872
6 O 2.339 0.439 -0.359
7 H 1.172 1.730 -2.945
8 H 1.014 3.183 -2.173
9 H 3.316 2.412 -2.590
10 F 3.465 -4.559 -4.582
11 C 2.552 -3.932 -3.815
12 C 2.286 -2.573 -3.979
13 F 2.888 -1.869 -4.922
14 C 1.366 -1.999 -3.137
15 F 1.133 -0.667 -3.335
16 C 0.655 -2.722 -2.161
17 S -0.687 -2.119 -1.226
18 C 1.018 -4.071 -2.016
19 F 0.396 -4.829 -1.118
20 C 1.956 -4.670 -2.872
21 F 2.337 -5.956 -2.696
22 O -4.518 0.659 5.313
23 C -4.276 -0.418 4.782
24 O -4.522 -1.597 5.119
25 C -3.535 -0.297 3.467
26 C -3.263 -1.429 2.697
27 C -2.476 -1.312 1.570
28 N -2.057 -0.182 1.084
29 C -2.314 0.963 1.726
30 C -3.049 0.913 2.959
31 C -1.971 2.232 1.002
32 O -2.031 3.316 1.512
33 O -1.495 2.015 -0.215
34 H -3.569 -2.366 3.119
35 H -2.162 -2.225 1.038
36 H -3.269 1.799 3.515
37 N 0.808 2.087 1.512
38 C 0.984 1.381 2.826
39 C 1.767 0.135 2.587
40 N 0.964 -0.866 1.832
41 H 1.731 2.196 1.137
42 H 0.384 2.998 1.602
43 H 0.018 1.240 3.308
44 H 1.548 2.019 3.518
45 H 2.122 -0.283 3.570
46 H 2.625 0.353 2.021
47 H 0.449 -1.447 2.491
48 H 1.576 -1.434 1.238
49 O -1.056 3.968 -2.044
50 H -1.869 4.453 -1.932
51 H -1.151 3.350 -1.297
52 N -1.202 0.759 -2.616
53 H -1.030 0.061 -3.256
54 H -1.054 1.686 -2.989
55 H -2.143 0.655 -2.255

How positive or negative is each atom? The Mulliken charges in e answer that: number 1, Gd, carries 0.857; number 2, N, carries -0.196; number 3, N, carries -0.298; number 4, C, carries 0.365; number 5, O, carries -0.741; number 6, O, carries -0.446; number 7, H, carries 0.212; number 8, H, carries 0.264; number 9, H, carries 0.265; number 10, F, carries -0.317; number 11, C, carries 0.820; number 12, C, carries -0.368; number 13, F, carries -0.295; number 14, C, carries 0.290; number 15, F, carries -0.291; number 16, C, carries 0.395; number 17, S, carries -0.358; number 18, C, carries 0.249; number 19, F, carries -0.322; number 20, C, carries 0.041; number 21, F, carries -0.288; number 22, O, carries -0.703; number 23, C, carries 0.496; number 24, O, carries -0.749; number 25, C, carries 0.166; number 26, C, carries -0.999; number 27, C, carries 0.003; number 28, N, carries -0.107; number 29, C, carries 0.950; number 30, C, carries -0.440; number 31, C, carries -0.260; number 32, O, carries -0.680; number 33, O, carries -0.559; number 34, H, carries 0.502; number 35, H, carries 0.277; number 36, H, carries 0.614; number 37, N, carries -0.533; number 38, C, carries -0.497; number 39, C, carries -0.678; number 40, N, carries -0.280; number 41, H, carries 0.268; number 42, H, carries 0.266; number 43, H, carries 0.260; number 44, H, carries 0.426; number 45, H, carries 0.416; number 46, H, carries 0.317; number 47, H, carries 0.220; number 48, H, carries 0.261; number 49, O, carries -0.738; number 50, H, carries 0.304; number 51, H, carries 0.440; number 52, N, carries -0.525; number 53, H, carries 0.214; number 54, H, carries 0.223; number 55, H, carries 0.286